Computed, not measured: a cluster of 2 separate species, C6H12 in total, with ωB97M-V/def2-TZVPD.

Summary:
LUMO level	1.20	eV
HOMO	-8.281	eV
structure (SMILES)	CC1=CCCC1.[H][H]
gap between HOMO and LUMO	9.48	eV
E	-235.71789	Ha
relative energy (zero: lowest compared OMol25 entry of this formula, charge and spin)	263.43	kJ/mol

XYZ file:
```
18
Properties=species:S:1:pos:R:3:lowdin_charge:R:1
C -1.678 0.881 -0.322 -0.091
C -0.416 0.063 -0.376 -0.337
C -0.424 -1.308 0.273 -0.171
C 0.726 -1.163 1.271 -0.183
C 1.710 -0.177 0.588 -0.184
C 0.865 0.464 -0.478 -0.110
H -1.864 0.943 0.762 0.090
H -2.578 0.443 -0.764 0.078
H -1.556 1.908 -0.666 0.050
H -0.476 1.268 -2.418 0.077
H -0.198 -2.063 -0.494 0.116
H -1.386 -1.577 0.719 0.108
H 0.297 -0.705 2.170 0.110
H 1.202 -2.104 1.554 0.102
H 1.962 0.638 1.285 0.109
H 2.659 -0.616 0.263 0.100
H -0.129 1.895 -2.228 0.069
H 1.285 1.210 -1.138 0.066
```


Computed, not measured: the ion C6H12 with charge +1, with ωB97M-V/def2-TZVPD.

Summary:
LUMO level (alpha / beta)	-4.38 / -8.85	eV
2S+1	2
HOMO (alpha / beta)	-15.955 / -15.996	eV
gap between HOMO and LUMO (alpha / beta)	11.57 / 7.15	eV
total charge	+1
E	-235.39542	Ha
relative energy (zero: lowest compared OMol25 entry of this formula, charge and spin)	223.27	kJ/mol

XYZ file:
```
18
Properties=species:S:1:pos:R:3:lowdin_charge:R:1
C 0.780 1.980 -0.992 -0.062
C 0.891 0.399 -1.198 -0.134
C 0.444 -0.576 -0.048 -0.097
C 0.852 -1.806 -0.012 0.227
C -0.528 -0.082 1.147 -0.197
C -1.843 -0.575 1.101 -0.110
H 1.549 2.474 -1.607 0.078
H 0.858 2.255 0.126 0.098
H -0.179 2.263 -1.554 0.104
H 0.313 0.006 -2.003 0.124
H 1.944 0.229 -1.485 0.132
H 1.618 -2.206 -0.595 0.102
H 0.341 -2.610 0.572 0.146
H -0.345 1.035 1.278 0.127
H 0.059 -0.480 2.046 0.160
H -2.371 -0.225 0.260 0.082
H -2.566 -0.471 2.012 0.157
H -1.817 -1.610 0.950 0.065
```


Computed, not measured: a structure of composition C6H12AsCl12F6NiO8P2Y, with ωB97M-V/def2-TZVPD.

Summary:
LUMO level (alpha / beta)	3.33 / 3.33	eV
2S+1	3
HOMO (alpha / beta)	-1.484 / -1.193	eV
gap between HOMO and LUMO (alpha / beta)	4.82 / 4.53	eV
total charge	-2
E	-11424.64712	Ha
relative energy (zero: lowest compared OMol25 entry of this formula, charge and spin)	0.00	kJ/mol

XYZ file:
```
49
Properties=species:S:1:pos:R:3:lowdin_charge:R:1
Y 2.432 -1.390 3.102 1.450
Ni 0.358 -2.501 -0.897 0.048
P -0.638 -2.674 2.399 0.116
O -2.006 -2.798 3.104 -0.347
O -0.356 -2.911 0.904 -0.376
O -0.314 -4.157 2.874 -0.179
O 0.387 -2.089 3.416 -0.492
P 3.198 -2.980 0.648 0.168
O 3.225 -4.514 0.573 -0.354
O 3.955 -1.968 1.673 -0.586
O 2.162 -3.099 1.813 -0.516
O 2.101 -2.349 -0.234 -0.413
As 0.527 0.929 0.392 0.884
F -1.028 0.424 1.044 -0.253
F 1.282 -0.188 1.577 -0.343
F 2.064 1.406 -0.331 -0.262
F -0.348 2.003 -0.698 -0.275
F 0.731 2.204 1.587 -0.259
F 0.449 -0.443 -0.748 -0.323
C 4.208 2.803 1.673 -0.991
Cl 4.161 1.074 2.065 0.567
Cl 4.164 3.817 3.114 0.495
H 5.160 2.981 1.184 0.024
H 3.345 3.003 1.044 0.009
C -3.304 -0.713 -1.788 -0.941
Cl -2.093 -1.869 -1.190 0.652
Cl -2.501 0.482 -2.870 0.466
H -3.979 -1.270 -2.430 0.016
H -3.805 -0.235 -0.954 -0.066
C 1.121 3.118 -3.290 -1.017
Cl 1.055 4.587 -4.310 0.457
Cl 1.132 1.633 -4.242 0.547
H 1.939 3.227 -2.584 0.028
H 0.219 3.128 -2.685 0.001
C -4.004 -1.103 2.631 -0.991
Cl -5.115 -1.023 1.261 0.490
Cl -4.359 0.294 3.701 0.445
H -4.173 -2.029 3.166 0.017
H -2.984 -1.010 2.271 -0.011
C 1.011 -1.805 -4.993 -0.977
Cl 0.600 -1.836 -3.254 0.617
Cl 2.047 -3.204 -5.400 0.474
H 0.086 -1.839 -5.562 0.024
H 1.545 -0.904 -5.281 -0.020
C -2.574 3.159 1.274 -1.036
Cl -3.358 4.186 2.496 0.472
Cl -3.760 2.211 0.408 0.540
H -2.037 3.790 0.576 0.024
H -1.929 2.442 1.771 -0.004
```


Computed, not measured: a structure of composition C6H12BCl2O2PYb, with ωB97M-V/def2-TZVPD.

Summary:
LUMO level	-9.56	eV
HOMO	-14.990	eV
gap between HOMO and LUMO	5.43	eV
total charge	+2
E	-2830.76248	Ha

XYZ file:
```
25
Properties=species:S:1:pos:R:3:lowdin_charge:R:1
C -2.618 -2.567 -1.390 -0.110
C -1.151 -2.056 -0.810 -0.560
Cl 0.347 -2.845 -1.650 0.613
C -0.957 -1.060 0.281 -0.545
Cl -2.488 -0.280 1.069 0.594
B 0.487 -0.563 0.904 -0.423
C 0.959 0.999 1.138 -0.163
C -0.033 2.126 0.480 -0.202
C 0.949 3.184 -0.365 -0.181
O 1.095 2.647 -1.732 -0.169
P 1.773 -1.919 1.468 0.734
O 1.162 -3.376 1.513 -0.513
H -3.533 -1.986 -0.947 0.074
H -2.729 -3.704 -1.053 0.134
H -2.579 -2.558 -2.578 0.100
H 0.951 1.189 2.317 0.163
H 2.086 1.082 0.816 0.133
H -0.479 2.777 1.367 0.165
H -0.846 1.710 -0.252 -0.054
H 2.007 3.306 0.126 0.162
H 0.383 4.215 -0.408 0.154
H 1.460 1.715 -1.683 0.107
H 2.144 -1.529 2.832 0.045
H 2.954 -1.813 0.627 0.027
Yb -1.342 1.306 -2.071 1.716
```


Computed, not measured: a structure of composition C6H12BF4N4O2S2Ti, with ωB97M-V/def2-TZVPD.

Summary:
LUMO level (alpha / beta)	-0.99 / -0.66	eV
2S+1	2
HOMO (alpha / beta)	-8.976 / -9.244	eV
gap between HOMO and LUMO (alpha / beta)	7.99 / 8.59	eV
E	-2675.76930	Ha
relative energy (zero: lowest compared OMol25 entry of this formula, charge and spin)	0.00	kJ/mol

XYZ file:
```
32
Properties=species:S:1:pos:R:3:lowdin_charge:R:1
Ti -0.719 -1.302 1.773 1.009
S 3.735 -0.689 0.035 0.629
C 2.271 -1.013 0.559 -0.945
N 1.169 -1.235 0.920 -0.023
F -0.866 -3.415 1.894 0.021
B -1.829 -3.653 0.800 -1.156
F -1.691 -2.307 0.144 -0.022
F -3.072 -3.721 1.326 0.209
F -1.431 -4.637 -0.012 0.235
C -1.868 0.246 -1.869 -0.057
N -0.510 0.593 -1.467 -0.187
C 0.533 0.038 -2.323 -0.038
C -0.234 1.124 -0.270 -0.689
S -1.350 0.961 1.060 0.745
N 0.860 1.863 -0.114 -0.180
C 1.388 2.217 1.199 -0.069
C 1.531 2.520 -1.230 -0.031
H -1.956 0.446 -2.937 0.097
H -2.584 0.861 -1.332 0.070
H -2.090 -0.804 -1.689 0.084
H 0.308 -1.017 -2.493 0.108
H 1.504 0.096 -1.840 0.051
H 0.565 0.548 -3.287 0.098
H 1.161 1.443 1.925 0.056
H 0.966 3.164 1.541 0.100
H 2.470 2.307 1.113 0.092
H 0.888 2.522 -2.106 0.092
H 2.482 2.042 -1.464 0.087
H 1.723 3.554 -0.941 0.101
O -2.087 -1.095 3.306 -0.179
N -1.212 -0.821 4.157 -0.109
O -0.053 -0.838 3.624 -0.202
```


Computed, not measured: a structure of composition C6H12Br4O2Sr4, with ωB97M-V/def2-TZVPD.

Summary:
LUMO level	-21.15	eV
HOMO	-23.239	eV
gap between HOMO and LUMO	2.09	eV
total charge	+6
E	-10802.32565	Ha

XYZ file:
```
28
Properties=species:S:1:pos:R:3:lowdin_charge:R:1
Sr -3.800 2.683 -1.315 1.609
Sr -2.320 -3.728 1.450 1.338
Sr -3.586 -1.488 -1.786 1.658
Sr -2.578 0.493 1.711 1.501
O -2.251 0.689 -1.988 -0.630
C -0.948 0.358 -1.467 -0.344
C -0.754 -1.022 -0.820 -0.360
O -1.567 -1.434 0.313 -0.734
H -0.700 1.159 -0.744 0.092
H -0.133 0.362 -2.200 0.155
H 0.305 -1.191 -0.606 0.140
H -0.938 -1.823 -1.560 0.103
Br 1.169 7.137 -1.299 1.045
C 0.642 6.016 0.143 -0.639
C 0.789 4.500 -0.219 -0.674
Br 2.595 3.906 0.113 0.883
H -0.413 6.256 0.269 0.062
H 1.188 6.245 1.054 0.085
H 0.626 4.285 -1.268 0.044
H 0.252 3.928 0.550 0.035
Br 0.580 -3.057 2.409 0.623
C 1.857 -3.931 1.138 -0.502
C 1.651 -5.428 1.145 -0.539
Br -0.222 -5.959 0.873 0.684
H 2.837 -3.613 1.485 0.103
H 1.585 -3.551 0.159 0.059
H 1.900 -5.882 2.102 0.094
H 2.234 -5.908 0.359 0.111
```